1.
{"formula": "C4H29NO11", "method": "ωB97M-V/def2-TZVPD", "spin_multiplicity": 2, "homo_energy_ev": [0.0, -3.9], "s2": 0.76, "charge": -1, "lumo_ev": [2.32, 2.32], "fmax_ha_per_bohr": 0.0452, "relative_energy_kcal_mol": 0.0, "orbital_gap_ev": [2.33, 6.21], "elements": ["O", "O", "O", "O", "O", "O", "O", "O", "O", "O", "O", "N", "C", "C", "C", "C", "H", "H", "H", "H", "H", "H", "H", "H", "H", "H", "H", "H", "H", "H", "H", "H", "H", "H", "H", "H", "H", "H", "H", "H", "H", "H", "H", "H", "H"], "positions_angstrom": [[3.261068, 2.149197, -0.972742], [0.398736, -0.128890, -3.331866], [-0.594139, 3.301358, 0.881845], [1.610277, -3.633996, 0.379916], [2.248822, -1.609760, -2.037664], [-4.074947, 1.451677, 0.531858], [1.326120, 1.105286, 3.652738], [-0.296522, -1.536649, 2.502632], [1.547897, 1.687757, 1.101413], [2.123948, -0.942584, 1.052223], [1.007094, 2.250068, -2.231632], [-2.084346, -1.806568, 0.098971], [-3.139425, -2.272130, 0.744317], [-1.161526, 0.321860, -0.208370], [-2.150116, -0.682428, -0.711462], [-2.933501, -0.585878, -1.794869], [-3.031133, -3.053184, 1.496241], [0.604122, 0.767220, -3.001381], [1.157790, 0.165066, 3.401647], [2.444469, -3.976964, 0.054575], [-4.119696, 2.134422, 1.247166], [0.252901, 2.900375, 0.638752], [-0.418719, -0.386312, -2.923547], [-1.003842, -2.211918, 2.460885], [0.018222, -1.519500, 1.625384], [2.423133, -1.179620, 0.132727], [2.311573, -1.782433, 1.519093], [1.370826, 0.739334, 1.113367], [1.703108, 1.074246, 4.554684], [-2.960298, 0.198727, -2.543069], [1.558462, -1.119499, -2.536770], [1.350449, 2.029133, 1.999546], [3.931804, 1.478684, -1.045728], [-4.138518, -1.837620, 0.713679], [-1.417484, 0.679392, 0.790693], [1.381705, -3.010776, -0.298318], [1.878627, 2.193524, -1.818775], [-3.143481, 1.324504, 0.347333], [-3.501421, -1.415483, -2.180238], [-0.982369, 1.140207, -0.907526], [0.947350, 3.072419, -2.788546], [-0.182385, -0.165851, -0.179290], [-1.209951, 2.675924, 1.229811], [2.784688, 2.023824, -0.106650], [2.900624, -2.006169, -2.653042]], "atomic_forces_ev_per_a": [[-0.269, 0.499, 0.715], [0.943, -0.216, -0.503], [0.241, 1.974, -0.285], [0.488, -0.593, 0.598], [1.057, -0.708, 0.307], [-0.675, 1.208, 1.104], [0.221, -0.924, 0.917], [-0.534, -0.559, 2.154], [0.156, 1.025, 0.014], [1.061, -1.086, -0.974], [-1.290, 1.274, -1.457], [1.036, 1.086, -0.135], [-1.223, -0.746, 0.435], [0.624, 0.312, -1.382], [0.358, -1.811, 1.073], [-0.354, 0.369, -1.508], [0.247, -0.161, -0.176], [-0.119, 0.177, 0.152], [-0.107, 0.779, 0.266], [0.160, -0.282, 0.009], [0.187, -0.922, -0.938], [-0.622, -0.680, 0.090], [-1.069, -0.197, 0.440], [0.237, 0.747, -0.098], [0.340, 0.053, -1.858], [-0.545, 0.576, 0.823], [-0.537, 0.517, -0.139], [0.116, -0.201, 0.156], [-0.390, -0.032, -0.803], [0.334, 0.651, 0.498], [-0.060, 0.137, -0.438], [0.356, -0.637, -0.476], [0.212, -0.446, 0.087], [0.047, 0.256, -0.251], [0.110, -0.148, 0.107], [-0.645, 0.643, -0.742], [0.697, 0.237, 0.009], [0.161, -0.142, -0.151], [-0.203, -0.510, 0.540], [-0.342, 0.407, 0.156], [0.307, -1.330, 1.068], [-0.126, -0.161, 0.395], [-0.010, -0.901, 0.125], [0.362, -0.108, -0.343], [-0.939, 0.575, 0.415]], "lowdin_charge": [-0.060, -0.061, -0.069, -0.044, -0.083, -0.076, -0.070, -0.080, -0.092, -0.089, -0.072, -0.101, -0.216, -0.100, -0.521, -0.025, -0.024, 0.001, 0.044, 0.037, 0.049, -0.006, 0.018, 0.035, -0.048, 0.043, 0.059, 0.008, 0.061, 0.029, -0.003, 0.055, 0.049, 0.004, 0.066, 0.000, -0.024, -0.027, 0.028, 0.068, 0.092, 0.062, -0.008, 0.035, 0.055]}

***

2.
{"formula": "C5H10O2S", "method": "ωB97M-V/def2-TZVPD", "spin_multiplicity": 1, "homo_energy_ev": -9.7, "charge": 0, "lumo_ev": 0.64, "fmax_ha_per_bohr": 0.0536, "relative_energy_kcal_mol": 30.9, "smiles": "O[C@H]1C[C@](O)(CS)C1", "orbital_gap_ev": 10.29, "elements": ["S", "O", "O", "C", "C", "C", "C", "C", "H", "H", "H", "H", "H", "H", "H", "H", "H", "H"], "positions_angstrom": [[2.960050, -0.496064, 0.128049], [0.248223, -1.318738, -0.902552], [-2.339621, -1.083764, -0.000300], [0.303184, -0.042921, -0.255382], [1.617373, 0.639382, -0.441390], [-0.375309, -0.039120, 1.173925], [-0.882261, 0.772171, -0.794565], [-1.734372, 0.122096, 0.332107], [-0.755255, 1.836091, -0.543949], [-1.639842, -1.631768, -0.387984], [-2.482877, 0.769008, 0.722407], [2.452628, -0.607833, 1.382402], [1.575175, 1.605479, 0.083208], [-1.211108, 0.681885, -1.840806], [1.737495, 0.769310, -1.541464], [-0.179054, 0.855913, 1.721759], [-0.310797, -0.987882, 1.736109], [1.016374, -1.843238, -0.571579]], "atomic_forces_ev_per_a": [[-0.311, 0.637, 0.345], [0.702, -0.138, 0.699], [-0.024, -0.319, -0.057], [-0.518, 0.500, -0.197], [0.492, -0.537, -0.491], [-1.162, -1.485, -2.008], [-0.539, -0.151, 0.387], [1.045, 0.350, 0.134], [0.076, -0.259, -0.136], [-0.163, -0.063, -0.055], [-0.665, 0.371, 0.588], [0.257, 0.008, -0.320], [0.460, -0.335, -0.246], [0.250, -0.236, 0.355], [0.275, 0.110, 0.797], [0.355, 0.428, 0.531], [0.065, 0.631, -0.020], [-0.593, 0.489, -0.306]], "lowdin_charge": [0.736, -0.052, -0.017, -0.629, -0.460, -0.014, -0.055, -0.341, 0.124, 0.080, 0.125, -0.121, 0.093, 0.131, 0.103, 0.102, 0.122, 0.072]}

***

3.
{"formula": "C6H6O3Yb", "method": "ωB97M-V/def2-TZVPD", "spin_multiplicity": 3, "homo_energy_ev": [-14.5, -16.9], "s2": 2.02, "charge": 2, "lumo_ev": [-9.81, -10.04], "fmax_ha_per_bohr": 0.0794, "orbital_gap_ev": [4.72, 6.84], "elements": ["Yb", "O", "O", "O", "C", "C", "C", "C", "C", "C", "H", "H", "H", "H", "H", "H"], "positions_angstrom": [[3.418822, -0.667523, -1.768259], [1.334681, -0.495314, -0.819679], [-3.664093, 0.777272, -0.496733], [-3.530411, -0.397531, 1.420692], [0.670805, -0.638436, 0.239924], [-3.151830, -0.027850, 0.297452], [2.660781, 0.291173, 1.524147], [-1.828797, -0.593762, -0.192800], [1.221113, -0.186061, 1.559443], [-0.679714, -1.073064, 0.194334], [2.781123, 1.183803, 0.887523], [1.104112, -1.032636, 2.255147], [0.551715, 0.599064, 1.943903], [2.985865, 0.595002, 2.525821], [3.354796, -0.516084, 1.230896], [-1.491314, -2.038696, -0.305364]], "atomic_forces_ev_per_a": [[-1.271, 0.282, 0.696], [1.791, -0.562, -1.564], [-0.647, -0.800, 2.091], [-0.852, 0.379, 0.495], [-0.043, 0.377, 1.065], [1.409, 0.774, -3.755], [0.154, 0.294, -0.032], [0.479, -2.557, 2.097], [-0.210, -0.737, 0.385], [-1.086, 0.931, -1.716], [0.005, -0.287, 0.086], [0.053, 0.295, 0.030], [0.118, -0.102, -0.064], [-0.060, -0.106, -0.216], [-0.046, 0.066, -0.041], [0.207, 1.755, 0.443]], "lowdin_charge": [1.791, -0.190, 0.220, 0.311, -0.401, -0.567, -0.094, 0.193, -0.156, 0.043, 0.085, 0.149, 0.153, 0.106, 0.063, 0.295]}